Density functional theory data (ωB97M-V/def2-TZVPD) for a molecular structure, C4H12N4O.

Computed properties:
Charge ... 0
Energy ... -453.78551 a.u.
Orbital gap ... 9.131 eV
Multiplicity ... 1

```
21
Properties=species:S:1:pos:R:3:forces:R:3
N -0.233 -1.783 -0.375 0.9 -1.1 -0.8
N 1.985 -0.889 0.749 0.0 0.9 0.5
N -1.448 -0.917 1.382 -0.5 -0.1 1.0
H -1.336 -0.526 2.307 -0.3 0.0 -0.4
N 0.756 -0.233 1.105 0.5 2.1 0.2
C 0.778 1.246 1.051 3.0 -1.7 1.0
H -0.105 1.743 1.468 0.0 -0.3 -0.4
C -1.000 0.754 -0.657 -0.6 -2.5 0.1
H -2.364 -1.179 1.041 0.3 0.3 0.3
H 2.401 -1.177 1.636 -0.2 -0.1 -0.2
H -1.340 1.700 -0.227 0.4 -0.2 0.5
O 1.830 1.816 0.812 -1.6 -0.4 0.1
H 0.112 0.023 -2.377 0.0 0.1 0.1
C -0.432 -0.690 0.446 -1.6 2.7 -2.0
H -0.898 -2.037 -1.091 0.1 0.4 0.3
H -1.950 0.283 -0.944 0.0 0.0 -0.2
H 0.761 1.514 -1.669 0.0 0.0 -0.1
H 2.613 -0.136 0.437 -0.3 -0.2 -0.2
H 0.733 -2.041 -0.541 -0.3 0.2 -0.1
H -0.703 1.554 -2.654 0.0 0.0 0.1
C -0.159 0.972 -1.901 0.2 0.0 0.0
```
Forces are in eV/Å.

=====

Density functional theory data (ωB97M-V/def2-TZVPD) for 3 unconnected molecules or ions with the total composition C5H15NO2.

Computed properties:
Charge ... 0
SMILES string ... CC(C)=C(C)N.O.O
Energy ... -404.71125 a.u.
Orbital gap ... 8.671 eV
Multiplicity ... 1

```
23
Properties=species:S:1:pos:R:3:forces:R:3
C -1.444 1.996 -0.128 1.0 -0.5 -0.9
O 3.475 3.722 1.673 -0.1 0.0 0.0
H -2.332 2.219 -0.675 -0.9 -0.1 -0.3
N 0.941 0.858 1.029 -0.2 0.5 -0.4
H 1.682 -1.320 0.187 -0.1 -0.5 0.1
C -0.719 0.793 -0.743 -0.7 1.2 0.3
H -1.699 1.799 0.905 0.1 0.4 0.3
H 0.564 -1.584 -1.227 0.1 -0.1 0.1
C -1.215 0.419 -2.108 -0.2 -0.2 0.2
H 1.937 -0.405 -1.249 0.0 -0.5 -0.3
H -2.593 -6.858 1.749 0.2 -0.2 0.3
H 4.170 3.694 2.336 0.0 0.0 0.0
H -0.830 2.885 -0.312 0.0 0.1 0.7
H 2.831 3.063 1.953 0.1 -0.1 -0.1
C 0.352 0.317 -0.126 0.5 -1.8 -0.4
O -1.762 -7.024 1.284 -0.7 0.4 -0.3
H 0.534 1.745 1.288 0.0 -0.3 0.4
H 1.054 0.190 1.775 0.0 0.2 0.2
C 1.152 -0.882 -0.649 0.1 1.7 0.2
H -2.304 0.306 -2.076 0.0 0.1 -0.1
H -0.992 1.218 -2.822 0.0 -0.1 0.0
H -0.823 -0.515 -2.489 0.3 -0.1 -0.1
H -1.979 -6.635 0.426 0.4 -0.2 0.0
```
Forces are in eV/Å.

=====

Density functional theory data (ωB97M-V/def2-TZVPD) for a molecular structure, C10H13N3O5Tm.

Computed properties:
Charge ... +3
Energy ... -2013.38604 a.u.
Orbital gap (spin up / spin down) ... 5.347 / 5.396 eV
Multiplicity ... 3

```
32
Properties=species:S:1:pos:R:3:forces:R:3
H -1.018 -0.858 6.077 -0.1 0.5 -0.1
C 0.009 2.765 -0.948 -0.1 6.1 -2.8
O -3.445 -0.257 -0.086 5.0 1.2 -0.4
C -2.324 0.002 -0.155 -6.0 -1.3 0.3
O -0.008 3.819 -1.424 0.1 -5.1 2.3
H 2.240 0.727 5.777 -0.4 -0.5 0.0
O 3.535 -0.283 -0.077 -4.8 1.1 -0.3
C 2.414 -0.026 -0.124 6.2 -1.3 0.1
C -1.351 0.091 5.627 -0.6 0.0 1.2
H 2.355 -1.067 2.650 -0.1 0.2 0.3
H -1.035 0.185 1.994 0.4 0.1 0.2
N -1.190 0.090 4.185 0.6 0.1 -0.7
H -2.424 0.172 5.841 0.4 0.0 0.0
N 1.206 -0.059 4.144 -0.9 0.2 -1.0
C -2.438 0.180 3.431 -0.1 0.1 -0.2
H -2.606 -0.696 2.794 0.0 -0.2 0.1
C 0.009 0.100 3.546 0.2 -0.6 2.4
O 0.001 -2.947 0.954 0.2 4.2 -2.2
C 2.388 -0.172 3.293 0.4 0.0 -0.2
N -0.011 0.233 2.204 -0.9 0.4 -2.5
C 0.006 -0.691 -2.010 -0.1 -3.4 -6.5
O -0.010 -1.308 -2.988 0.1 2.8 4.6
C 0.048 -1.910 0.450 -0.3 -5.2 2.6
H -2.468 1.080 2.806 -0.1 0.2 0.1
H 3.255 -0.259 3.966 -0.3 0.0 -0.5
H -3.276 0.242 4.128 0.2 0.0 -0.3
Tm 0.076 0.500 0.041 0.1 0.6 2.7
H -0.881 0.982 6.076 -0.2 -0.5 -0.1
H 0.700 -0.060 6.238 0.7 0.0 -0.4
H 2.522 0.719 2.662 0.0 -0.1 0.3
C 1.557 -0.119 5.567 0.5 0.0 0.9
H 2.096 -1.069 5.754 -0.3 0.5 -0.1
```
Forces are in eV/Å.

=====

Density functional theory data (ωB97M-V/def2-TZVPD) for a single C4H7NO2 molecule.

Computed properties:
Charge ... 0
SMILES string ... CC(=O)[C@]1(N)CO1
Energy ... -361.80423 a.u.
Orbital gap ... 10.077 eV
Multiplicity ... 1

```
14
Properties=species:S:1:pos:R:3:forces:R:3
H 2.133 -1.103 -0.612 0.0 0.1 -0.1
C -0.580 0.421 0.185 0.3 0.2 -0.5
H 1.500 1.239 0.291 -0.2 0.1 0.0
H -2.279 0.022 -0.746 -0.2 0.2 0.0
C 0.444 1.455 0.456 0.1 0.2 -0.1
H 0.129 2.483 0.360 -0.1 0.1 0.2
H -2.481 0.794 0.731 0.0 -0.1 0.0
H 1.327 -1.342 0.947 -0.1 0.0 0.0
H 1.044 -2.460 -0.426 0.1 -0.2 0.1
O -0.398 -0.818 -1.782 0.1 -0.2 0.6
C 1.211 -1.428 -0.130 0.0 -0.1 0.0
O -0.151 0.674 1.493 0.2 -0.3 0.3
C 0.030 -0.666 -0.654 -0.1 -0.1 -0.4
N -1.928 0.729 -0.113 0.0 0.0 -0.2
```
Forces are in eV/Å.

=====

Density functional theory data (ωB97M-V/def2-TZVPD) for a single C9H15N3O6 molecule.

Computed properties:
Charge ... 0
SMILES string ... NC(=O)CC[C@H](N)C(=O)N[C@@H](CC(=O)O)C(=O)O
Energy ... -967.61138 a.u.
Orbital gap ... 9.776 eV
Multiplicity ... 1

```
33
Properties=species:S:1:pos:R:3:forces:R:3
H 4.328 1.241 1.143 -0.1 -0.6 0.4
H -1.522 1.397 0.868 0.2 -0.8 -0.1
C 2.939 1.880 -0.121 2.0 1.8 -0.8
H 3.175 -0.406 -1.536 1.0 -0.6 1.3
H 5.592 -1.053 1.609 0.3 -0.1 0.2
H -2.147 -2.004 0.203 0.6 0.9 -3.2
O 0.507 -1.409 0.316 1.1 -2.1 1.3
C 0.208 -0.437 -0.300 -2.8 1.5 -1.2
O 5.193 -1.642 -0.499 0.3 0.4 0.6
N -2.145 -1.537 -0.830 3.7 -1.2 1.8
C -3.435 0.994 0.011 -1.1 2.4 -0.5
N -4.718 -0.959 0.517 -5.0 1.0 0.0
H -2.028 -0.346 1.217 -0.3 1.1 0.4
C 2.323 0.521 0.051 0.6 1.9 3.1
C 3.197 -0.608 -0.409 -3.5 2.5 -3.3
O 2.612 2.719 -0.965 0.7 -2.0 2.6
H -3.487 0.798 -1.070 -0.1 -0.2 0.1
H -3.520 2.139 0.000 0.3 -1.6 0.5
C -4.823 0.435 0.448 -4.5 0.2 -0.7
C -1.296 -0.279 -0.686 -2.0 1.4 -1.1
H -1.506 0.213 -1.719 0.9 -0.3 1.8
O -6.052 1.056 0.476 7.5 -3.2 0.1
O 4.738 -0.627 1.478 -1.0 0.1 -1.8
N 1.066 0.579 -0.541 -1.1 -1.2 -1.0
H 2.494 -1.389 -0.341 -0.3 -1.7 0.4
H 2.113 0.535 1.143 0.6 -0.7 -0.1
H -5.765 -1.397 0.336 3.9 1.1 0.7
H -1.436 -2.101 -1.416 -2.0 0.2 1.2
H -3.884 -1.383 0.134 -0.5 -0.1 -0.4
O 4.002 2.065 0.780 -1.6 1.3 -2.2
H 0.862 1.469 -0.922 -0.8 0.6 -0.8
C 4.439 -0.952 0.138 3.3 -1.8 1.3
C -2.024 0.490 0.487 -0.5 -0.2 -0.7
```
Forces are in eV/Å.

=====

Density functional theory data (ωB97M-V/def2-TZVPD) for a molecular structure, C29H32Cl2N9STc.

Computed properties:
Charge ... +1
Energy ... -3016.14545 a.u.
Orbital gap (spin up / spin down) ... 6.535 / 5.750 eV
Multiplicity ... 4

```
74
Properties=species:S:1:pos:R:3:forces:R:3
H -5.888 -0.526 1.151 0.0 0.0 0.0
C -4.871 -2.360 1.297 0.1 -0.1 0.0
N 1.984 0.078 0.907 -0.5 -0.3 0.1
C -1.193 0.855 -4.084 -0.2 -0.5 0.0
H -4.252 0.870 0.450 0.0 0.0 0.0
H -1.744 -3.662 1.155 0.0 0.0 0.0
H -3.903 -4.201 1.566 0.0 0.0 0.0
C -2.566 -0.404 0.250 -0.5 -0.5 0.3
C -3.927 -0.151 0.586 0.5 0.1 -0.1
Cl -2.354 -2.924 -3.562 -0.1 -0.2 0.0
H -0.192 -3.523 -0.035 0.0 0.1 -0.1
S -0.120 -1.165 -2.403 0.5 0.6 0.3
H 2.865 -1.464 -0.133 0.0 0.0 0.0
C -0.559 3.103 0.415 -0.3 0.0 0.0
N 4.235 1.639 -2.632 0.1 0.1 -0.1
C -2.054 2.783 0.379 0.1 -0.1 -0.1
H -3.757 -1.593 -5.565 0.0 0.0 0.0
C -2.973 0.404 -5.622 0.0 0.1 0.0
C 0.920 1.896 1.913 0.1 0.1 0.3
H 5.454 -0.096 -4.008 0.1 0.0 0.2
H -2.609 3.706 0.199 0.0 0.0 0.0
C 3.173 1.111 2.731 0.1 0.0 -0.1
C -2.428 -2.838 1.023 0.5 0.4 -0.3
H -3.412 1.731 -0.972 0.1 -0.1 0.0
C 1.073 2.749 4.296 0.2 0.0 0.1
Tc 0.240 0.210 -0.356 -0.1 -1.0 -0.3
C -2.053 1.283 -5.080 0.0 0.0 0.0
H 2.645 2.721 5.695 0.0 0.0 0.0
Cl -0.049 2.015 -3.510 0.4 0.1 0.3
N 2.779 0.006 -2.375 0.4 -0.2 -0.4
H -0.496 3.042 2.946 0.0 0.0 0.0
H -5.805 -2.836 1.566 0.0 0.0 0.0
C 3.014 -1.942 1.993 -0.2 0.2 0.0
H -0.266 3.461 -0.577 0.0 0.0 0.0
H -0.125 -3.375 2.479 0.0 -0.1 -0.1
C 0.320 -2.701 0.473 0.2 -0.1 0.1
C -2.197 -1.306 -4.139 0.2 0.3 0.1
H 3.431 -2.890 1.644 0.1 0.0 0.0
H 4.193 -1.251 -3.926 0.0 -0.1 0.2
C 3.301 1.966 -1.748 -0.2 0.1 0.2
H 1.199 -2.492 -0.130 0.1 -0.1 -0.1
H 1.290 -4.111 1.731 0.0 0.0 0.0
N -0.525 -1.510 0.426 0.8 0.5 0.3
N 4.465 -0.281 -3.954 -0.1 0.0 -0.7
N -1.814 0.476 -0.381 0.5 0.4 -0.2
H -0.365 3.915 1.116 0.1 0.0 0.0
C 1.646 -2.196 2.635 0.1 -0.2 -0.1
C 0.485 2.595 3.045 0.0 -0.2 -0.3
H -1.992 2.302 -5.435 0.0 0.0 0.0
C 3.312 1.769 3.930 -0.1 -0.1 0.0
H -1.849 2.113 -1.643 0.0 0.0 -0.1
C -4.919 -0.994 1.022 0.0 -0.5 0.1
C -2.348 1.778 -0.738 0.0 0.3 0.2
H 0.459 3.257 5.032 0.0 0.0 0.0
H 3.280 2.904 -1.222 0.0 0.0 0.0
C -1.224 -0.456 -3.573 -0.2 0.2 0.0
C -3.045 -0.894 -5.150 0.0 -0.1 -0.1
H 1.118 -1.254 2.784 0.0 0.0 0.1
C -3.742 -3.165 1.291 -0.5 0.3 0.0
H 3.679 -1.568 2.772 0.1 0.0 0.0
H -2.372 2.365 1.339 -0.1 0.1 0.0
C 2.043 0.954 1.888 -0.1 0.2 0.1
H 4.304 1.729 4.366 0.0 -0.1 0.0
H 4.078 0.638 2.371 0.0 0.0 0.0
N 3.854 0.435 -2.972 -0.3 0.0 0.6
C 0.755 -3.168 1.867 -0.1 0.3 0.0
H 4.001 -0.472 0.743 0.0 -0.1 -0.1
H 1.815 -2.622 3.626 0.0 0.0 0.0
H -3.629 0.735 -6.414 0.0 0.0 0.0
C -1.837 -1.625 0.595 -0.9 -0.3 0.3
N 2.400 0.992 -1.592 -0.4 0.0 -0.2
N 0.286 1.958 0.729 0.0 0.1 -0.2
C 2.347 2.417 4.700 -0.1 0.1 0.1
C 3.014 -0.943 0.811 0.1 -0.2 0.0
```
Forces are in eV/Å.

=====

Density functional theory data (ωB97M-V/def2-TZVPD) for a molecular structure, C62H54AuFGeNP3SSi.

Computed properties:
Charge ... +2
Energy ... -6473.63169 a.u.
Orbital gap ... 5.773 eV
Multiplicity ... 1

```
125
Properties=species:S:1:pos:R:3:forces:R:3
H 3.941 -4.192 -3.104 0.0 0.1 0.0
H -0.772 5.013 -3.867 -0.1 0.0 -0.1
H -1.149 -3.674 -4.583 -0.1 0.0 0.1
H -3.160 -3.702 1.876 0.0 0.0 0.0
C -2.088 -4.682 -0.085 0.1 0.0 0.0
H -5.842 0.412 1.315 0.0 0.0 0.0
H 4.096 -0.517 1.917 0.1 0.0 0.0
H 6.279 0.131 2.861 0.0 0.0 -0.1
C -4.179 2.923 -4.177 -0.2 0.0 -0.1
H -1.266 2.417 3.880 -0.1 0.0 0.1
P 2.511 0.469 -0.229 -0.4 0.1 -1.1
C 4.434 -2.139 -2.690 0.0 0.0 0.0
C 1.586 2.881 -1.061 0.1 0.1 -0.1
H -3.521 5.357 -2.046 0.1 -0.1 0.0
H -4.688 -1.330 -4.004 0.0 0.0 0.0
C -5.255 -0.491 1.433 0.0 0.0 0.0
C 6.486 1.857 1.592 0.0 0.1 0.0
H 2.912 0.675 -3.274 0.0 0.0 0.0
P -1.745 -1.971 -0.036 0.2 -0.2 0.0
C -1.429 -2.860 -2.622 -0.1 -0.1 0.0
H 0.277 5.220 2.140 0.0 -0.1 0.0
C 1.854 -2.030 2.759 -0.1 0.3 0.0
C 2.151 1.694 -1.533 0.3 0.2 0.2
C -2.252 -2.101 -1.781 0.1 0.0 -0.1
H 0.038 -0.292 -5.154 0.0 0.0 0.0
H -4.818 3.789 -4.390 0.0 -0.1 0.0
H -2.112 4.673 -1.219 -0.1 0.0 0.0
H -3.248 2.256 5.316 0.0 0.0 0.0
H -2.461 -6.786 -0.208 0.0 0.0 0.0
N -0.356 0.228 -1.886 0.3 -0.4 -0.2
C 0.269 3.083 2.270 0.2 0.0 0.0
C 2.219 -1.384 5.473 0.0 0.0 0.0
C -3.765 -1.749 -3.622 0.0 0.0 0.0
H 3.398 -3.177 5.564 0.0 0.0 0.0
C 2.617 -2.849 3.599 0.0 0.1 0.2
C 2.896 3.318 3.156 0.0 0.1 0.0
H -5.332 -3.499 2.987 0.0 0.0 0.0
H -3.641 0.236 0.231 0.0 0.0 -0.1
C 1.371 3.952 -1.916 0.0 -0.1 0.0
H -3.257 -2.721 -5.467 0.0 0.1 0.1
C -1.170 1.299 -1.879 0.0 0.0 -0.2
C 4.600 0.376 1.553 0.1 -0.1 -0.1
H -2.224 5.407 -4.801 0.1 -0.1 0.0
C 1.459 -0.564 4.661 0.0 -0.1 0.0
H -3.685 3.871 -1.098 0.0 0.0 0.0
H 2.350 -1.138 6.520 0.0 0.0 -0.1
C 1.288 -0.873 3.306 0.1 -0.1 0.1
C 0.104 -4.002 0.688 -0.1 0.1 0.1
C -1.759 1.464 3.996 -0.1 -0.1 0.0
H -0.525 -3.315 -2.232 0.0 0.0 0.0
C -1.178 -3.670 0.249 -0.1 -0.1 0.1
H 4.680 -0.099 -2.091 0.0 0.0 0.0
H -4.752 2.227 -3.556 0.0 0.1 -0.1
H 0.996 0.325 5.076 0.0 0.0 0.0
C -2.872 1.369 4.819 0.0 0.0 0.0
C 2.485 1.586 -2.880 0.0 0.1 0.0
H 5.249 -2.102 -3.403 -0.1 0.0 0.0
F 2.837 -4.053 1.184 0.2 -0.1 0.0
H -1.423 1.718 -5.206 0.0 -0.1 0.1
C 0.085 -0.326 -3.028 0.0 -0.1 0.3
C -5.736 -1.539 2.206 0.0 0.0 0.0
C 4.665 2.279 0.063 0.0 0.0 0.1
C 5.829 0.732 2.080 0.0 0.0 0.0
H 7.456 2.132 1.990 -0.1 0.0 0.0
C -0.307 0.171 -4.238 0.0 0.0 -0.1
H 6.421 3.495 0.205 0.0 0.0 0.0
Au 0.057 -0.212 0.159 -0.3 0.9 0.3
C -4.025 -0.599 0.798 0.0 -0.1 0.1
H -1.202 4.050 -5.293 0.0 0.1 0.1
P 0.256 0.301 2.423 0.1 -0.2 0.0
C 1.002 1.935 2.602 0.0 0.0 -0.3
C 1.719 3.844 -3.257 0.0 0.0 0.0
C 4.018 1.142 0.537 -0.3 -0.3 0.5
H -6.702 -1.459 2.692 0.1 0.0 0.0
H -3.460 -1.958 4.586 0.0 0.0 0.0
C -1.131 1.295 -4.245 -0.1 0.2 0.0
C 0.437 -5.356 0.822 -0.1 -0.1 0.0
S -1.616 1.757 -0.256 0.2 0.1 -0.1
C -2.991 -1.001 4.405 0.0 0.0 0.0
H 1.428 -5.632 1.155 -0.1 0.0 0.0
C -3.022 4.420 -1.770 0.0 0.0 0.2
C 5.906 2.624 0.590 0.0 0.0 0.0
C 3.071 -1.054 -1.020 0.1 -0.1 0.0
C 2.728 -3.381 -1.535 0.1 0.1 0.0
H 2.550 2.578 -4.779 0.0 0.0 0.1
H -4.068 -0.948 -1.662 0.0 0.0 0.0
H 1.563 4.682 -3.929 0.0 -0.1 0.1
C 3.704 -3.311 -2.517 0.0 0.0 0.0
C -3.742 -2.802 1.735 -0.1 0.0 -0.1
C -1.785 -3.074 -3.942 0.0 0.0 0.0
H 4.228 2.892 -0.712 0.0 0.0 0.0
C -1.271 0.319 3.364 -0.2 0.0 -0.1
C 4.117 -1.013 -1.950 -0.1 0.0 0.0
C 2.269 2.663 -3.735 0.0 -0.1 0.0
C -1.746 -6.014 0.052 0.0 0.0 0.0
C 2.434 -2.264 -0.745 -0.1 0.0 0.1
H -3.960 2.432 -5.131 -0.1 0.0 0.1
C -3.275 -1.772 0.916 0.0 0.1 0.1
C 2.162 4.452 2.838 0.1 0.0 0.0
C -0.480 -6.351 0.514 0.0 0.0 0.0
C 2.802 -2.524 4.936 0.0 0.0 0.0
H 1.331 2.972 -0.015 0.0 0.1 0.1
H 2.233 -4.327 -1.344 0.1 0.0 0.0
C -4.972 -2.686 2.367 0.0 0.0 0.0
H 3.917 3.409 3.505 0.0 0.0 0.0
C -1.577 1.909 -3.077 0.1 -0.1 0.0
H -3.069 -4.421 -0.464 0.0 0.0 0.0
C -2.961 -2.525 -4.443 0.0 0.0 0.0
C -3.487 0.142 5.022 0.0 0.0 0.0
H -1.486 -1.808 3.112 0.0 0.0 0.0
C -3.412 -1.532 -2.294 0.0 0.0 0.0
H -4.346 0.072 5.679 0.1 0.0 0.0
H -0.196 -7.392 0.619 0.0 0.1 0.0
C 2.322 2.060 3.034 -0.1 0.1 0.1
H 0.751 -1.177 -2.936 0.0 0.1 0.1
H 2.897 1.184 3.294 0.0 0.0 0.0
H 3.070 -3.748 3.206 0.0 0.1 0.0
C -1.609 4.581 -4.425 0.1 0.1 -0.2
C -1.894 -0.913 3.568 0.0 0.1 0.2
H -0.743 2.998 1.905 0.0 0.0 -0.1
H 0.945 4.872 -1.533 0.0 -0.1 0.0
H 2.614 5.433 2.935 0.0 -0.1 0.0
C 0.848 4.334 2.397 0.0 0.0 -0.1
Ge 1.608 -2.788 0.968 0.2 -0.4 -0.4
Si -2.630 3.483 -3.323 0.1 -0.1 0.1
```
Forces are in eV/Å.

=====

Density functional theory data (ωB97M-V/def2-TZVPD) for a molecular structure, C6H12N2O.

Computed properties:
Charge ... 0
Energy ... -420.48345 a.u.
Orbital gap ... 9.702 eV
Multiplicity ... 1

```
21
Properties=species:S:1:pos:R:3:forces:R:3
C 1.515 0.046 -0.367 2.3 2.0 1.8
H -0.740 1.057 2.248 0.0 -0.1 0.3
H 0.204 -1.042 -1.745 -0.1 0.1 -0.1
O -1.419 1.589 -0.282 -0.1 -0.2 0.4
N -2.489 -0.351 -0.708 -0.2 -0.2 0.1
C 0.032 0.395 1.862 -1.1 -1.0 -0.9
H -3.226 0.130 -1.199 0.1 0.0 0.0
H 0.563 0.626 -2.233 0.0 -0.1 -0.1
H 0.779 2.051 0.673 0.2 0.1 0.3
H 1.785 -0.655 -2.375 0.1 0.1 0.1
H 1.969 -0.831 0.093 -0.3 -0.1 0.1
H 0.409 -0.307 2.601 -0.1 0.1 0.1
C 1.097 1.129 1.145 0.6 -1.8 -3.3
C 0.974 -0.266 -1.756 -0.9 0.1 0.3
H 2.367 0.702 -0.555 0.3 -0.1 -0.2
H 2.064 1.106 1.640 0.0 0.3 -0.2
H -2.617 -1.316 -0.450 0.0 0.2 0.0
C -1.512 0.387 -0.131 0.8 -0.3 -1.5
C -0.521 -0.454 0.684 -2.3 -0.4 3.6
H -0.684 -2.262 -0.001 -0.8 0.0 -0.2
N -0.549 -1.732 0.856 1.4 1.0 -0.7
```
Forces are in eV/Å.